Record 1
14
Properties=species:S:1:pos:R:3:nbo_charge:R:1 method="wB97M-V/def2-TZVPD" energy_ev=-17156.919 fmax_ev_per_a=5.41 smiles="CCSC(C)=O" orbital_gap_ev=10.020
C 2.905 0.042 -0.108 -0.65
C 1.403 0.482 0.288 -0.56
C -1.288 0.264 0.015 0.46
C -2.484 -0.522 0.135 -0.74
H 3.267 -0.394 -1.134 0.24
H 3.474 -0.512 0.724 0.22
H 3.191 1.289 -0.144 0.21
H 1.284 0.906 1.508 0.24
H 1.179 1.298 -0.434 0.23
H -2.116 -1.397 -0.678 0.23
H -2.772 -0.932 1.148 0.28
H -3.058 0.266 -0.693 0.26
O -1.401 1.427 -0.150 -0.55
S 0.222 -0.846 -0.068 0.13

Record 2
22
Properties=species:S:1:pos:R:3:nbo_charge:R:1 method="wB97M-V/def2-TZVPD" total_charge=+1 energy_ev=-14294.444 fmax_ev_per_a=6.78 smiles="CCn1nnnc1/[NH+]=C/NC" orbital_gap_ev=9.255
C 1.070 -0.684 -0.109 0.43
C 0.989 1.136 -1.460 0.41
C -1.062 -1.123 2.450 -0.63
C -0.886 2.752 -1.819 -0.46
C -0.747 -2.105 1.367 -0.24
N 2.328 -1.067 -0.330 -0.29
N 2.490 -2.196 0.249 -0.03
N 1.436 -2.622 0.782 -0.02
N 0.436 -1.766 0.626 -0.18
N 0.432 2.112 -2.135 -0.48
N 0.395 0.353 -0.587 -0.54
H 1.995 0.871 -1.535 0.26
H -0.184 -1.136 2.994 0.22
H -1.899 -1.234 3.220 0.26
H -1.252 -0.094 2.069 0.18
H -1.525 2.967 -2.694 0.26
H -1.544 2.301 -1.091 0.23
H -0.631 3.765 -1.395 0.25
H -1.546 -2.246 0.617 0.21
H -0.731 -3.144 1.935 0.28
H 0.918 2.532 -2.932 0.45
H -0.480 0.627 -0.223 0.44

Record 3
45
Properties=species:S:1:pos:R:3:lowdin_spin:R:1 method="wB97M-V/def2-TZVPD" s_squared=0.767 total_charge=-1 energy_ev=-156938.253 fmax_ev_per_a=0.59 spin_multiplicity=2 orbital_gap_ev="6.568 / 6.574"
Cr 0.825 0.787 0.615 1.04
C -1.355 -0.919 3.982 0.00
C -2.038 0.186 4.477 0.00
C -1.874 1.415 3.874 0.00
C -1.028 1.525 2.768 0.00
N -0.393 0.444 2.292 0.00
C -0.539 -0.743 2.885 0.00
C -0.728 2.761 2.030 0.00
C -1.260 4.001 2.387 0.00
C -0.911 5.127 1.664 0.00
C -0.027 5.009 0.594 0.00
C 0.505 3.778 0.244 0.00
C 0.162 2.618 0.952 -0.01
H -1.443 -1.896 4.435 0.00
H -2.689 0.088 5.337 0.00
H -2.385 2.290 4.247 0.00
H 0.036 -1.557 2.461 0.00
H -1.938 4.098 3.227 0.00
H -1.314 6.095 1.937 0.00
H 0.259 5.894 0.037 0.00
H 1.211 3.698 -0.573 0.00
S 5.582 0.478 -0.170 -0.01
As 3.610 -0.166 0.059 0.00
S 2.176 1.018 -1.247 0.02
S 2.581 0.633 1.915 -0.04
S 2.938 -2.176 -0.104 0.00
C 0.418 -4.168 -2.434 0.00
C 0.286 -3.108 -3.521 0.00
C 1.510 -2.196 -3.532 0.00
C -1.015 -2.313 -3.415 0.00
N -1.101 -1.553 -2.167 0.00
C -0.549 -0.392 -1.844 0.00
N -0.686 -0.223 -0.548 0.00
N -1.364 -1.305 -0.091 0.00
N -1.604 -2.112 -1.047 0.00
H 1.315 -4.763 -2.607 0.00
H -0.442 -4.841 -2.402 0.00
H 0.536 -3.709 -1.451 0.00
H 0.204 -3.610 -4.494 0.00
H 1.685 -1.728 -2.559 0.00
H 1.428 -1.407 -4.285 0.00
H 2.409 -2.772 -3.753 0.00
H -1.898 -2.950 -3.434 0.00
H -1.089 -1.589 -4.227 0.00
H -0.006 0.254 -2.511 0.00